a:
Below is a molecular structure, C4H9FN2O, with properties calculated with ωB97M-V/def2-TZVPD.

Highest occupied orbital energy = -9.465 eV
E_LUMO = 0.66 eV
Gap between HOMO and LUMO = 0.3721 Ha

Last column: Mulliken charge in e.
CARTESIAN COORDINATES (ANGSTROEM)
C1 -0.184 0.277 -2.925  -0.527
C2 -0.330 -0.811 0.482  0.210
C3 -0.186 0.674 0.893  0.356
C4 1.237 1.207 0.845  -0.789
H1 0.179 -0.766 -3.631  0.209
H2 0.370 1.233 -3.327  0.225
H3 -1.395 0.409 -2.860  0.250
H4 0.148 -1.852 -1.324  0.298
H5 -0.488 -1.171 2.238  0.323
H6 -0.862 1.189 0.145  0.249
H7 1.873 0.348 -0.098  0.272
H8 1.708 0.999 2.059  0.256
H9 1.178 2.381 0.709  0.234
N1 -0.188 -0.937 -0.904  -0.220
N2 -0.382 -1.711 1.361  -0.788
O1 0.464 0.112 -1.651  -0.185
F1 -0.628 0.753 2.258  -0.373



b:
Below is a single C4H9FN2O molecule, with properties calculated with ωB97M-V/def2-TZVPD.

SMILES = [H]/N=C(\CO)NCCF
Highest occupied orbital energy = -9.265 eV
E_LUMO = 0.87 eV
Gap between HOMO and LUMO = 0.3726 Ha

Last column: Mulliken charge in e.
CARTESIAN COORDINATES (ANGSTROEM)
H1 -1.675 -1.510 -1.747  0.274
N1 -0.799 -1.348 -1.157  -0.724
C1 -0.846 -0.566 -0.238  0.543
C2 -2.117 0.246 0.096  -0.435
O1 -1.678 1.550 0.160  -0.487
N2 0.083 -0.339 0.868  -0.249
C3 1.396 -0.682 0.578  -0.660
C4 2.157 0.492 -0.312  -0.191
F1 1.103 1.388 -0.897  -0.328
H2 -3.177 0.021 -0.559  0.256
H3 -2.349 0.123 1.368  0.200
H4 -1.053 1.761 -0.623  0.347
H5 -0.049 0.517 1.352  0.331
H6 2.073 -0.736 1.671  0.276
H7 1.438 -1.840 0.154  0.316
H8 2.741 1.069 0.555  0.274
H9 2.753 -0.144 -1.271  0.257



b is the most stable structure shown above.